Record 1
A structure of composition C4H5NO. Source: the Open Molecules 2025 dataset; level of theory: the ωB97M-V functional and the def2-TZVPD basis.

Positions of all 11 atoms, in Å:
O1 -0.79304 1.39142 -0.70756
C1 -0.80066 0.35088 0.20871
C2 -0.38472 -1.06837 -0.31372
C3 0.31115 0.08901 1.12852
C4 1.56169 0.57880 0.63441
N1 2.58700 1.05555 0.35507
H1 0.12816 1.60939 -0.91290
H2 -1.78508 0.31868 0.67784
H3 -1.23256 -1.73789 -0.43135
H4 0.25983 -1.05416 -1.19201
H5 0.14823 -1.53331 0.55298

Properties
* relative energy (zero: lowest compared OMol25 entry of this formula, charge and spin): 408.42 kJ/mol
* HOMO: -0.3480 hartree
* energy: -7762.2935 eV
* frontier orbital gap: 8.65 eV

=====

Record 2
A cluster of 2 separate species, C4H5NO in total. Source: the Open Molecules 2025 dataset; level of theory: the ωB97M-V functional and the def2-TZVPD basis.

Positions of all 11 atoms, in Å:
C1 -0.13768 -1.57415 -0.26739
C2 -0.85909 -0.48057 -0.42850
C3 -1.38748 0.82114 -0.11762
O1 -1.70525 0.06121 -1.32523
H1 0.44793 -1.72665 0.63103
H2 -0.13319 -2.35050 -1.02317
H3 -2.20946 0.92863 0.58628
H4 -0.79316 1.71522 -0.30204
C4 2.23449 0.85480 0.75750
N1 3.19997 1.47733 0.86157
H5 1.34293 0.27354 0.62759

Properties
* relative energy (zero: lowest compared OMol25 entry of this formula, charge and spin): 299.88 kJ/mol
* HOMO: -0.3647 hartree
* SMILES string: C=C1CO1.C#N
* energy: -7763.4184 eV
* frontier orbital gap: 10.75 eV

=====

Record 3
A cluster of 2 separate species, C4H5NO in total. Source: the Open Molecules 2025 dataset; level of theory: the ωB97M-V functional and the def2-TZVPD basis.

Positions of all 11 atoms, in Å:
C1 -0.91390 -0.30288 0.72677
C2 0.03836 0.63875 0.73512
C3 -0.12266 1.86274 0.00587
N1 -0.27992 2.84030 -0.59491
H1 -1.83707 -0.17800 0.16719
H2 -0.77688 -1.24188 1.25676
H3 0.97147 0.49645 1.27332
C4 0.69077 -1.04474 -0.93788
O1 1.62607 -1.59112 -0.41452
H4 -0.35546 -1.42072 -0.86360
H5 0.73457 -0.12377 -1.55249

Properties
* relative energy (zero: lowest compared OMol25 entry of this formula, charge and spin): 245.35 kJ/mol
* HOMO: -0.3711 hartree
* SMILES string: C=CC#N.C=O
* energy: -7763.9836 eV
* frontier orbital gap: 10.17 eV

=====

Record 4
The molecule C4H5NO. Source: the Open Molecules 2025 dataset; level of theory: the ωB97M-V functional and the def2-TZVPD basis.

Positions of all 11 atoms, in Å:
C1 -1.54753 -0.40383 -0.09186
C2 -0.12984 0.03690 -0.09462
C3 0.50183 1.11092 0.44158
O1 1.84050 0.97229 0.29254
C4 2.01045 -0.19394 -0.43448
N1 0.82281 -0.72358 -0.70722
H1 -1.65432 -1.36752 0.42125
H2 -1.88603 -0.53942 -1.12122
H3 -2.18410 0.32646 0.40678
H4 0.13071 2.01800 0.89287
H5 2.08301 -1.24999 -0.01307

Properties
* relative energy (zero: lowest compared OMol25 entry of this formula, charge and spin): 280.51 kJ/mol
* HOMO: -0.3404 hartree
* SMILES string: Cc1cocn1
* energy: -7763.6192 eV
* frontier orbital gap: 9.92 eV

=====

Record 5
The molecule C4H5NO. Source: the Open Molecules 2025 dataset; level of theory: the ωB97M-V functional and the def2-TZVPD basis.

Positions of all 11 atoms, in Å:
C1 1.57457 -1.95194 -0.12511
C2 1.01161 -0.96332 -0.50762
C3 0.47413 0.36826 -0.54412
N1 -0.45977 0.33245 0.57772
C4 -1.54256 1.11229 0.46880
O1 -1.57378 1.89916 -0.48586
H1 1.90094 -2.95454 -0.07214
H2 0.08511 0.50825 -1.56716
H3 1.25131 1.11939 -0.36489
H4 -0.43848 -0.32572 1.35172
H5 -2.28309 0.85572 1.26864

Properties
* relative energy (zero: lowest compared OMol25 entry of this formula, charge and spin): 229.68 kJ/mol
* HOMO: -0.3642 hartree
* SMILES string: C#CCNC=O
* energy: -7764.1460 eV
* frontier orbital gap: 10.70 eV

=====

Record 6
The molecule C4H5NO. Source: the Open Molecules 2025 dataset; level of theory: the ωB97M-V functional and the def2-TZVPD basis.

Positions of all 11 atoms, in Å:
N1 2.65130 0.62076 0.19453
C1 1.57248 0.27511 0.43562
C2 0.26221 -0.28325 0.68031
C3 -0.31025 -0.98320 -0.53941
C4 -0.93035 0.28699 -0.07190
O1 -0.78377 1.49094 -0.73650
H1 0.13904 -0.68883 1.67875
H2 -0.86466 -1.89174 -0.33806
H3 0.32553 -0.99801 -1.41881
H4 -1.92193 0.15295 0.36294
H5 -0.13961 2.01830 -0.24747

Properties
* relative energy (zero: lowest compared OMol25 entry of this formula, charge and spin): 143.13 kJ/mol
* HOMO: -0.3915 hartree
* SMILES string: N#C[C@@H]1C[C@@H]1O
* energy: -7765.0431 eV
* frontier orbital gap: 11.42 eV

=====

Record 7
A structure of composition C4H5NO. Source: the Open Molecules 2025 dataset; level of theory: the ωB97M-V functional and the def2-TZVPD basis.

Positions of all 11 atoms, in Å:
C1 -0.09720 -0.54768 0.28106
N1 2.13057 0.40444 0.03929
C2 0.84364 0.43941 0.43192
O1 0.17841 -1.82788 -0.09263
C3 -1.30834 0.14478 0.00018
C4 -2.55712 0.16868 -0.09747
H1 -0.66752 -2.29308 -0.17778
H2 2.32484 0.36123 -0.95803
H3 2.76152 1.01938 0.53899
H4 -0.20485 1.30381 0.19506
H5 -3.40395 0.82691 -0.16060

Properties
* relative energy (zero: lowest compared OMol25 entry of this formula, charge and spin): 531.52 kJ/mol
* HOMO: -0.3001 hartree
* energy: -7761.0177 eV
* frontier orbital gap: 8.82 eV

=====

Record 8
The molecule C4H5NO. Source: the Open Molecules 2025 dataset; level of theory: the ωB97M-V functional and the def2-TZVPD basis.

Positions of all 11 atoms, in Å:
N1 -0.04073 -1.77927 -0.11860
C1 0.04544 -0.45574 -0.03297
C2 -0.91230 0.45440 0.49632
C3 -0.54577 1.68109 0.08505
O1 0.57629 1.47897 -0.74037
C4 0.85759 0.26814 -0.67794
H1 -0.09014 -2.29350 0.78644
H2 0.82348 -2.29268 -0.43469
H3 -1.56506 0.18642 1.45080
H4 -0.98579 2.63397 0.09746
H5 1.83700 0.11821 -0.91150

Properties
* relative energy (zero: lowest compared OMol25 entry of this formula, charge and spin): 247.70 kJ/mol
* HOMO: -0.2932 hartree
* SMILES string: Nc1ccoc1
* energy: -7763.9593 eV
* frontier orbital gap: 9.01 eV

=====

> Which value of energy does entry 4 give?

-7763.6192 eV